Molecular formula: C13H19BrOSiYb
Method: DFT, ωB97M-V with the def2-TZVPD basis set

Each line ends with the Mulliken charge.
Geometry (Å):
C  -2.035  -0.781  -1.131  -0.657
C  -2.104  -1.336  0.170  -0.667
C  -2.346  -0.267  1.082  -0.145
H  -2.051  -2.386  0.444  0.382
C  -2.495  0.939  0.330  -0.535
C  -2.307  0.607  -1.042  -0.532
H  -2.381  1.305  -1.877  0.416
H  -1.791  -1.320  -2.037  0.493
H  -2.439  -0.352  2.168  0.356
H  -2.736  1.918  0.754  0.382
Yb  0.229  -0.020  0.063  1.190
Br  1.822  -1.398  -1.527  -0.463
C  2.694  0.698  -4.654  -0.549
C  1.607  1.499  -5.125  -0.592
C  0.610  0.618  -5.654  -0.569
H  1.556  2.585  -5.110  0.399
C  1.088  -0.724  -5.511  -0.523
C  2.376  -0.670  -4.900  -0.685
H  2.991  -1.519  -4.644  0.506
H  3.604  1.063  -4.194  0.377
H  -0.331  0.916  -6.111  0.375
H  0.570  -1.623  -5.823  0.359
C  -0.857  1.250  4.349  -1.040
Si  0.474  0.020  3.733  0.350
C  2.121  0.417  4.568  -1.028
C  -0.330  -1.571  4.415  -1.018
O  0.656  -0.056  2.129  -0.282
H  -0.906  1.265  5.448  0.334
H  -1.860  0.983  3.996  0.287
H  -0.681  2.281  4.021  0.306
H  2.043  0.410  5.665  0.295
H  2.899  -0.300  4.269  0.287
H  2.504  1.399  4.256  0.282
H  -1.363  -1.673  4.056  0.269
H  0.198  -2.473  4.085  0.307
H  -0.369  -1.587  5.513  0.333

Results
* charge: -1
* calculated total energy: -4604.3408 a.u.
* HOMO (alpha / beta): -2.48 / -2.48 eV
* multiplicity: 2

Molecular formula: C13H19Cl2GaN
Method: DFT, ωB97M-V with the def2-TZVPD basis set

Each line ends with the Mulliken charge.
Geometry (Å):
Ga  -0.040  2.245  0.557  0.241
Cl  1.671  2.014  -0.753  -0.395
Cl  -2.211  2.126  0.426  -0.460
C  0.332  3.226  2.050  -1.066
H  -0.467  3.679  2.654  0.298
H  1.354  3.386  2.418  0.321
C  -0.843  -0.368  -1.833  -0.038
C  -0.775  0.857  -2.213  -0.777
H  -1.556  -0.699  -1.070  0.455
C  0.024  1.320  -3.405  -0.742
H  -1.442  1.622  -1.805  0.692
C  1.146  0.348  -3.833  -0.751
H  -0.649  1.444  -4.271  0.389
H  0.445  2.314  -3.205  0.277
C  1.359  -0.831  -2.877  -0.435
H  0.891  -0.049  -4.825  0.365
H  2.082  0.906  -3.953  0.261
C  0.017  -1.436  -2.445  -0.999
H  1.988  -1.590  -3.358  0.371
H  1.893  -0.460  -1.993  0.196
H  -0.472  -1.860  -3.338  0.448
H  0.173  -2.269  -1.749  0.341
C  0.397  -3.071  4.439  -1.374
C  0.366  -1.943  3.452  1.241
C  0.219  -0.633  3.908  -0.769
C  0.189  0.405  2.978  -0.401
N  0.237  0.196  1.655  -0.089
C  0.432  -1.055  1.206  -0.059
C  0.488  -2.150  2.075  -0.836
H  1.281  -3.005  5.085  0.294
H  -0.483  -3.038  5.094  0.322
H  0.414  -4.038  3.930  0.343
H  0.122  -0.397  4.966  0.390
H  0.140  1.460  3.275  0.478
H  0.556  -1.198  0.127  0.163
H  0.613  -3.148  1.656  0.304

Results
* energy relative to the best compared isomer or geometry (same formula, charge and spin): 59.5 kJ/mol
* charge: -1
* calculated total energy: -3406.7318 a.u.
* HOMO: -1.65 eV
* multiplicity: 1

Molecular formula: C13H19FN2O8P2Rh
Method: DFT, ωB97M-V with the def2-TZVPD basis set

Each line ends with the Mulliken charge.
Geometry (Å):
Rh  -0.327  -0.746  0.653  0.484
C  -0.531  -4.817  -0.676  -1.621
C  0.493  -4.240  0.292  1.113
O  1.600  -5.098  0.526  -0.620
P  -0.283  -3.677  1.849  0.688
O  -1.155  -4.885  2.337  -0.495
O  0.831  -3.517  2.940  -0.524
O  -1.102  -2.436  1.602  -0.418
P  1.247  -2.673  -0.315  0.960
O  2.263  -3.089  -1.436  -0.537
O  1.775  -1.931  0.876  -0.850
O  0.129  -1.828  -0.970  -0.624
H  -0.927  -5.756  -0.286  0.458
H  -0.059  -5.006  -1.640  0.401
H  -1.360  -4.125  -0.825  0.384
H  1.290  -5.991  0.723  0.391
H  -1.713  -4.746  3.114  0.387
H  1.522  -2.899  2.626  0.415
H  2.813  -3.854  -1.208  0.383
N  0.451  0.853  -0.208  -0.237
C  0.917  1.728  -0.796  0.310
N  1.439  2.713  -1.460  -0.048
C  2.897  2.920  -1.517  -0.572
C  3.219  4.269  -0.895  -0.520
O  2.467  5.292  -1.515  -0.358
C  1.079  5.113  -1.318  -0.547
C  0.611  3.822  -1.968  -0.550
H  3.198  2.906  -2.566  0.266
H  3.394  2.106  -0.992  0.437
H  4.270  4.509  -1.043  0.353
H  3.009  4.245  0.182  0.322
H  0.579  5.966  -1.772  0.359
H  0.849  5.098  -0.244  0.325
H  0.744  3.872  -3.050  0.268
H  -0.435  3.617  -1.744  0.414
F  -4.896  2.758  1.612  -0.295
C  -3.958  1.865  1.271  0.248
C  -3.711  1.653  -0.079  -0.491
C  -2.727  0.752  -0.452  -0.441
C  -2.051  0.069  0.542  0.633
C  -2.346  0.232  1.897  -0.439
C  -3.293  1.184  2.270  -0.727
H  -4.281  2.208  -0.812  0.471
H  -2.490  0.592  -1.496  0.556
H  -1.887  -0.388  2.663  0.445
H  -3.553  1.357  3.305  0.445

Results
* energy relative to the best compared isomer or geometry (same formula, charge and spin): 11.8 kJ/mol
* charge: +1
* calculated total energy: -2111.2778 a.u.
* HOMO: -11.81 eV
* multiplicity: 1

Molecular formula: C13H19GaP2
Method: DFT, ωB97M-V with the def2-TZVPD basis set

Each line ends with the Mulliken charge.
Geometry (Å):
C  1.012  1.314  -3.867  -0.854
C  0.403  0.048  -4.026  -0.583
C  -0.959  0.149  -3.628  -0.654
C  -1.230  1.479  -3.225  -0.682
C  0.017  2.230  -3.293  -0.002
Ga  0.517  1.305  -1.282  0.124
P  2.618  1.654  -0.375  -0.117
H  1.981  1.621  -4.252  0.506
H  0.879  -0.850  -4.431  0.397
H  -1.695  -0.646  -3.710  0.580
H  0.080  3.322  -3.341  0.512
H  -2.211  1.913  -3.007  0.407
H  2.768  3.071  -0.243  0.147
H  3.779  1.191  -1.087  0.091
H  2.740  1.141  0.985  0.105
C  1.221  -1.821  0.371  -1.180
P  -0.140  -0.605  0.229  0.297
C  -1.494  -1.516  -0.580  -1.214
C  -0.614  -0.399  2.002  0.377
C  -0.361  0.781  2.713  -0.171
C  -0.545  0.825  4.103  -0.491
C  -1.010  -0.303  4.782  -0.365
C  -1.295  -1.485  4.074  -0.713
C  -1.113  -1.517  2.687  -0.358
H  1.567  -2.118  -0.627  0.364
H  0.878  -2.700  0.929  0.439
H  2.045  -1.370  0.933  0.342
H  -1.888  -2.316  0.067  0.427
H  -2.297  -0.806  -0.827  0.346
H  -1.148  -1.922  -1.545  0.350
H  0.000  1.661  2.198  0.294
H  -0.333  1.744  4.666  0.357
H  -1.180  -0.271  5.861  0.351
H  -1.659  -2.374  4.599  0.361
H  -1.335  -2.431  2.147  0.210

Results
* energy relative to the best compared isomer or geometry (same formula, charge and spin): 0.0 kJ/mol
* charge: 0
* calculated total energy: -3114.0627 a.u.
* HOMO (alpha / beta): -4.62 / -4.62 eV
* multiplicity: 1

Molecular formula: C13H19ILaN5O
Method: DFT, ωB97M-V with the def2-TZVPD basis set

Each line ends with the Mulliken charge.
Geometry (Å):
C  0.172  0.086  -5.295  -0.443
I  0.007  0.332  -3.132  0.644
H  -0.712  -0.460  -5.639  0.267
H  1.096  -0.456  -5.518  0.166
H  0.179  1.094  -5.721  0.109
C  -1.225  3.573  1.571  -0.469
C  -2.250  3.193  0.789  -0.814
N  -1.816  2.138  0.041  0.298
C  -0.550  1.762  0.441  -0.534
N  -0.169  2.750  1.324  0.566
H  -1.192  4.413  2.222  0.399
H  -3.214  3.633  0.689  0.406
C  1.879  -3.584  1.071  -0.610
C  0.826  -1.666  0.525  -0.040
N  1.751  -2.235  1.331  0.580
H  0.897  -4.808  -0.479  0.802
N  0.372  -2.722  -0.261  -0.463
H  2.572  -4.229  1.592  0.399
La  -1.247  -0.841  0.159  -0.527
C  0.320  1.105  -0.529  -0.492
O  1.541  1.112  -0.447  -0.690
C  1.056  -3.890  0.052  -0.585
C  -0.556  -2.665  -1.372  -0.216
H  -1.621  -2.902  -1.097  0.367
H  -0.223  -3.349  -2.165  -0.086
H  -0.521  -1.646  -1.877  -0.440
C  2.440  -1.534  2.398  -0.835
H  3.425  -1.988  2.585  0.340
H  1.845  -1.570  3.325  0.363
H  2.555  -0.474  2.123  0.206
C  1.024  2.785  2.148  -0.924
H  1.359  3.831  2.232  0.339
H  1.804  2.172  1.689  0.209
H  0.768  2.388  3.143  0.338
C  -2.701  1.399  -0.842  -1.143
H  -2.097  1.005  -1.685  0.248
H  -3.452  2.086  -1.260  0.360
H  -3.265  0.581  -0.304  0.394
N  -0.406  -0.064  3.642  -0.824
C  -0.670  -0.355  2.530  0.337

Results
* energy relative to the best compared isomer or geometry (same formula, charge and spin): 173.1 kJ/mol
* charge: -2
* calculated total energy: -1184.6876 a.u.
* HOMO (alpha / beta): 2.23 / 2.22 eV
* multiplicity: 1

Molecular formula: C13H19N
Method: DFT, ωB97M-V with the def2-TZVPD basis set

Each line ends with the Mulliken charge.
Geometry (Å):
C  -0.958  1.457  -2.197  -1.066
C  0.321  1.007  -1.478  0.465
C  1.239  1.911  -0.914  -0.282
N  2.422  1.258  -0.554  -0.008
C  2.300  -0.034  -0.924  -0.505
C  3.154  -1.103  -0.954  -0.825
C  2.661  -2.348  -1.307  -0.223
C  1.432  -2.612  -1.915  -0.836
C  0.608  -1.539  -2.013  -0.166
C  0.974  -0.253  -1.508  0.843
H  -0.675  2.123  -3.016  0.331
H  -1.515  1.981  -1.396  0.316
H  -1.500  0.597  -2.626  0.296
H  0.938  2.817  -0.372  0.283
H  3.056  1.864  -0.076  0.183
H  4.167  -1.084  -0.622  0.389
H  3.253  -3.346  -1.092  0.191
H  1.153  -3.615  -2.156  0.414
H  -0.356  -1.609  -2.486  0.323
C  -2.877  -0.378  2.250  -1.581
C  -1.525  0.045  1.539  1.118
C  -1.495  1.584  1.467  -1.033
C  -0.435  -0.544  2.460  -1.412
H  -3.237  0.475  2.894  0.293
H  -2.969  -1.311  2.758  0.491
H  -3.619  -0.388  1.385  0.351
H  -1.515  -0.473  0.566  0.130
H  -0.830  2.153  2.303  0.248
H  -1.003  1.751  0.494  -0.306
H  -2.404  1.964  1.543  0.543
H  -0.154  -1.449  1.879  0.287
H  0.319  0.128  2.756  0.385
H  -0.927  -1.026  3.312  0.364

Results
* energy relative to the best compared isomer or geometry (same formula, charge and spin): 245.0 kJ/mol
* charge: 0
* structure (SMILES): Cc1c[nH]c2ccccc12.CC(C)C
* calculated total energy: -561.4294 a.u.
* HOMO: -7.64 eV
* multiplicity: 1

Question: Which of these has the lowest charge?
Answer: C13H19ILaN5O

Question: The highest charge belongs to which entry?
Answer: C13H19FN2O8P2Rh

Question: What is the formula in the third record?
Answer: C13H19FN2O8P2Rh